Record 1
A molecular structure, C39H44N4O6SbSr. Source: the OMol25 dataset; level of theory: ωB97M-V with the def2-TZVPD basis set.

The geometry in XYZ format:
```
95
Properties=species:S:1:pos:R:3:forces:R:3:lowdin_charge:R:1
Sr -0.309 1.276 0.425 0.1 -0.3 -0.1 1.349
C -0.850 -2.477 -2.067 0.0 0.0 0.0 -0.268
C -1.165 -1.442 -2.968 0.0 -0.1 0.0 -0.276
C -0.122 -0.497 -2.946 0.1 0.0 0.1 -0.253
C 0.848 -0.943 -2.018 -0.1 0.0 0.1 -0.271
C 0.395 -2.177 -1.480 0.0 0.0 0.0 -0.257
C 1.259 -3.167 -0.751 0.1 0.0 -0.1 -0.076
C 2.252 -0.419 -1.877 0.0 0.1 0.0 -0.065
C -0.011 0.659 -3.896 0.0 0.0 0.0 -0.047
C -2.455 -1.264 -3.708 -0.1 0.0 0.0 -0.071
C -1.655 -3.706 -1.760 0.0 -0.1 0.0 -0.066
H 1.071 -3.278 0.323 0.0 0.0 -0.1 0.006
H 2.316 -2.909 -0.866 0.0 0.0 0.0 0.058
H 1.140 -4.172 -1.172 0.0 0.0 0.0 0.073
H 2.342 0.589 -2.288 0.0 0.0 0.0 0.053
H 2.986 -1.034 -2.416 0.0 0.0 0.0 0.079
H 2.594 -0.376 -0.834 0.0 0.0 0.0 0.046
H 0.759 1.375 -3.601 0.0 0.0 0.0 0.052
H -0.948 1.220 -3.983 0.0 0.0 0.0 0.059
H 0.244 0.330 -4.910 0.0 0.0 0.0 0.081
H -3.073 -0.446 -3.294 0.0 0.0 0.0 0.062
H -3.062 -2.177 -3.698 0.0 0.0 0.0 0.061
H -2.317 -1.007 -4.763 0.1 0.0 0.0 0.073
H -2.132 -3.690 -0.770 0.0 0.0 0.0 0.060
H -1.035 -4.611 -1.774 0.0 0.0 0.0 0.062
H -2.452 -3.871 -2.491 0.0 0.0 0.0 0.059
O 0.239 6.061 -5.432 0.0 0.0 0.0 -0.041
C 1.232 5.681 -4.789 0.0 -0.1 0.1 -0.691
O 2.441 5.943 -4.905 0.0 0.0 0.0 -0.042
C 0.901 4.701 -3.626 0.0 0.1 0.0 -0.072
C 1.901 4.205 -2.806 0.0 0.0 0.0 0.058
C 1.571 3.356 -1.759 0.0 0.0 -0.1 -0.212
N 0.310 2.988 -1.512 0.0 0.1 0.1 0.071
C -0.657 3.462 -2.300 0.1 0.1 -0.1 -0.224
C -0.403 4.320 -3.360 0.0 0.0 0.0 0.055
C -2.046 3.057 -1.961 -0.1 0.0 0.0 -0.206
C -3.058 3.057 -2.921 0.1 0.0 0.0 -0.002
C -4.342 2.721 -2.544 0.0 0.0 0.0 -0.050
C -4.596 2.403 -1.218 0.0 0.0 0.0 -0.054
C -3.532 2.401 -0.336 0.0 0.0 0.0 -0.142
N -2.283 2.704 -0.693 -0.1 0.1 0.0 0.037
C 2.605 2.846 -0.816 0.0 0.0 0.0 -0.222
C 3.965 2.913 -1.113 0.0 0.0 0.0 -0.001
C 4.881 2.457 -0.186 0.0 0.0 0.0 -0.049
C 4.427 1.966 1.030 0.0 0.0 0.0 -0.057
C 3.063 1.924 1.242 0.0 0.0 0.0 -0.156
N 2.169 2.329 0.338 0.1 0.0 0.1 0.033
H 2.909 4.537 -3.010 0.0 0.0 0.0 0.113
H -1.183 4.736 -3.983 0.0 0.0 0.0 0.118
H -2.823 3.303 -3.947 0.0 0.0 0.0 0.118
H -5.138 2.706 -3.278 0.0 0.0 0.0 0.110
H -5.588 2.145 -0.875 0.0 0.0 0.0 0.105
H -3.675 2.136 0.706 0.0 0.0 0.0 0.112
H 4.291 3.300 -2.067 0.0 0.0 0.0 0.114
H 5.940 2.491 -0.408 0.0 0.0 0.0 0.109
H 5.108 1.621 1.796 0.0 0.0 0.0 0.104
H 2.655 1.562 2.179 0.0 0.0 0.0 0.085
O -3.955 -1.552 -0.675 0.0 -0.1 0.0 0.140
C -3.020 -0.833 -0.063 0.1 0.1 0.1 -0.463
O -2.145 -0.243 -0.638 -0.1 0.2 -0.1 0.010
C -3.134 -0.743 1.425 -0.2 -0.1 -0.1 -0.190
C -4.108 -1.374 2.178 0.1 0.0 -0.1 0.013
C -4.089 -1.165 3.553 0.0 0.0 0.0 -0.037
C -3.115 -0.352 4.100 0.0 0.0 0.0 0.014
C -2.186 0.255 3.255 -0.1 -0.1 0.0 -0.179
N -2.208 0.061 1.945 -0.1 0.0 0.1 0.104
C -1.066 1.155 3.795 -0.4 -0.4 0.1 -0.682
O -0.839 1.028 4.999 0.1 0.3 0.0 0.011
O -0.520 1.872 2.918 0.5 0.2 -0.3 -0.163
H -3.695 -1.603 -1.615 0.0 0.0 0.0 0.105
H -4.841 -2.006 1.699 0.0 0.0 0.0 0.118
H -4.830 -1.640 4.183 0.0 0.0 0.0 0.108
H -3.029 -0.165 5.161 0.0 0.0 0.0 0.119
C 1.279 -1.578 5.394 0.0 -0.1 0.0 -0.185
C 1.802 -0.666 4.292 0.0 0.0 0.0 -0.431
Sb 1.379 -1.244 2.251 0.0 0.1 0.0 1.417
C -0.055 -2.827 2.568 -0.1 0.1 0.1 -0.438
C 0.407 -4.206 3.018 0.0 0.0 0.0 -0.181
C 3.310 -2.186 1.994 0.0 0.0 0.0 -0.424
C 3.786 -3.104 3.115 0.0 0.0 0.0 -0.183
H 1.513 -1.164 6.378 0.0 0.0 0.0 0.070
H 1.699 -2.585 5.344 0.0 0.0 0.0 0.045
H 0.192 -1.667 5.341 0.0 0.0 0.0 0.057
H 2.893 -0.579 4.335 0.0 0.0 0.0 0.040
H 1.390 0.331 4.436 0.0 0.0 0.0 0.021
H -0.592 -2.894 1.619 0.0 0.0 0.0 0.028
H -0.758 -2.398 3.290 0.0 0.0 0.0 0.034
H 1.065 -4.663 2.275 0.0 0.0 0.0 0.061
H -0.449 -4.873 3.150 0.0 0.0 0.0 0.067
H 0.948 -4.168 3.963 0.0 0.0 0.0 0.045
H 3.978 -1.322 1.914 0.0 0.0 0.0 0.035
H 3.343 -2.686 1.028 -0.1 0.0 0.0 0.027
H 3.758 -2.604 4.084 0.0 0.0 0.0 0.048
H 4.818 -3.423 2.943 0.0 0.0 0.0 0.065
H 3.175 -4.004 3.189 0.0 0.0 0.0 0.049
```
Forces are in eV/Å.

Properties
LUMO = 1.564 eV
charge = -1
multiplicity = 1
orbital gap = 0.189 hartree

Record 2
A molecular structure, C30H22N5O9W. Source: the OMol25 dataset; level of theory: ωB97M-V with the def2-TZVPD basis set.

The geometry in XYZ format:
```
67
Properties=species:S:1:pos:R:3:forces:R:3:lowdin_charge:R:1
W -0.472 -1.478 -0.618 0.0 0.0 -0.1 1.690
O -2.096 -0.154 -0.354 0.0 0.0 0.0 -0.245
N -2.541 0.062 0.838 0.1 0.0 0.0 0.041
N -2.020 -0.700 1.699 0.0 0.0 0.0 -0.192
O -1.140 -1.615 1.374 0.0 0.0 0.1 -0.191
C -2.388 -0.588 3.083 0.0 0.0 0.0 -0.164
C -1.489 -1.053 4.025 0.0 0.0 0.0 -0.001
C -1.828 -0.953 5.365 0.0 0.0 0.0 -0.065
C -3.041 -0.395 5.744 0.0 0.0 0.0 -0.089
C -3.926 0.067 4.778 0.0 0.0 0.1 -0.084
C -3.606 -0.030 3.435 0.0 0.0 -0.1 -0.017
H -0.544 -1.457 3.695 0.0 0.0 0.0 0.116
H -1.135 -1.311 6.115 0.0 0.0 0.0 0.106
H -3.300 -0.322 6.793 0.0 0.0 0.0 0.099
H -4.876 0.495 5.069 0.0 0.0 0.0 0.101
H -4.286 0.312 2.668 0.0 0.0 0.0 0.110
O -4.774 -7.027 -1.558 0.0 0.0 0.0 -0.048
C -3.581 -7.110 -1.216 0.0 -0.1 0.0 -0.699
O -2.868 -8.089 -0.945 0.0 0.0 0.0 -0.035
C -2.856 -5.743 -1.113 0.0 0.1 0.0 -0.076
C -3.442 -4.597 -1.640 0.0 0.0 0.0 0.014
C -2.782 -3.389 -1.559 0.0 0.0 0.0 -0.087
N -1.585 -3.284 -0.970 0.0 0.0 0.0 -0.054
C -1.010 -4.382 -0.443 0.0 0.0 0.0 -0.162
C -1.609 -5.621 -0.505 0.0 0.0 0.0 0.077
C 0.346 -4.145 0.183 0.1 0.1 -0.1 -0.542
O 0.961 -5.024 0.728 0.0 0.0 0.0 0.106
O 0.783 -2.902 0.043 0.0 0.0 0.1 -0.190
H -4.419 -4.685 -2.095 0.0 0.0 0.0 0.116
H -3.190 -2.471 -1.964 0.0 0.0 0.0 0.113
H -1.119 -6.494 -0.099 0.0 0.0 0.0 0.132
C 1.141 -1.579 -3.728 0.0 -0.2 0.0 -0.045
C 0.252 -1.454 -2.556 0.0 0.3 0.1 -0.412
O -0.912 -0.992 -2.625 0.1 0.0 0.0 -0.111
H 0.755 -1.017 -4.578 0.0 0.0 0.0 0.087
H 1.220 -2.640 -3.979 0.0 0.0 0.0 0.091
H 2.134 -1.229 -3.454 0.0 0.0 0.0 0.082
O 0.665 0.345 2.256 0.0 0.0 0.0 0.070
C 1.065 0.750 1.187 0.0 0.1 0.1 -0.514
N 1.916 1.840 1.053 0.0 0.0 0.0 0.151
C 1.945 2.295 -0.325 0.0 0.0 0.0 -0.281
C 1.289 1.079 -1.016 0.1 0.0 0.0 -0.435
O 1.252 0.946 -2.223 0.0 0.0 0.0 0.074
N 0.769 0.241 -0.077 0.0 0.0 -0.2 0.044
C 3.348 2.501 -0.867 0.0 0.0 0.0 -0.158
C 3.516 3.022 -2.148 0.0 0.0 0.0 -0.028
C 4.785 3.186 -2.676 0.0 0.0 0.0 -0.078
C 5.904 2.833 -1.930 0.0 0.0 0.0 -0.101
C 5.741 2.310 -0.658 0.0 0.0 0.0 -0.086
C 4.466 2.141 -0.129 0.0 0.0 0.0 -0.023
C 1.063 3.533 -0.487 0.0 0.0 0.0 -0.139
C 1.588 4.786 -0.185 0.0 0.0 0.0 -0.032
C 0.785 5.916 -0.222 0.0 0.0 0.0 -0.084
C -0.555 5.805 -0.569 0.0 0.0 0.0 -0.096
C -1.083 4.560 -0.875 0.0 0.0 0.0 -0.070
C -0.281 3.428 -0.835 0.0 0.0 0.0 -0.002
H 1.862 2.518 1.798 0.0 0.0 0.0 0.154
H 2.644 3.289 -2.732 0.0 0.0 0.0 0.123
H 4.904 3.587 -3.675 0.0 0.0 0.0 0.100
H 6.896 2.962 -2.343 0.0 0.0 0.0 0.096
H 6.605 2.025 -0.072 0.0 0.0 0.0 0.099
H 4.335 1.718 0.858 0.0 0.0 0.0 0.109
H 2.637 4.876 0.071 0.0 0.0 0.0 0.120
H 1.207 6.884 0.016 0.0 0.0 0.0 0.099
H -1.183 6.686 -0.603 0.0 0.0 0.0 0.098
H -2.126 4.463 -1.148 0.0 0.0 0.0 0.104
H -0.713 2.465 -1.080 0.0 0.0 0.0 0.114
```
Forces are in eV/Å.

Properties
LUMO (alpha / beta) = 2.010 / 1.743 eV
charge = -1
multiplicity = 3
orbital gap (alpha / beta) = 0.273 / 0.268 hartree

Record 3
A single C4H9NO2 molecule. Source: the OMol25 dataset; level of theory: ωB97M-V with the def2-TZVPD basis set.

The geometry in XYZ format:
```
16
Properties=species:S:1:pos:R:3:forces:R:3:lowdin_charge:R:1
C -2.215 -0.041 -0.321 0.1 0.1 0.0 -0.050
C -0.746 0.116 -0.712 -0.1 -0.4 0.1 -0.445
O -0.318 1.448 -0.475 0.3 0.1 -0.1 -0.042
C 0.168 -0.790 0.123 0.4 0.0 0.1 -0.064
C 1.677 -0.361 0.098 -0.2 -0.7 0.1 -0.527
N 2.132 0.385 1.171 0.0 -0.1 -0.1 0.146
O 2.452 -0.740 -0.760 -0.4 0.0 0.2 0.059
H -2.360 0.123 0.753 0.1 0.0 -0.2 0.082
H -2.581 -1.047 -0.565 0.2 0.2 0.0 0.085
H -2.835 0.679 -0.863 0.1 -0.1 0.0 0.082
H -0.654 -0.120 -1.786 0.1 0.0 0.2 0.146
H 0.652 1.372 -0.525 -0.5 0.8 -0.2 0.073
H -0.168 -0.742 1.163 0.0 0.0 -0.1 0.114
H 0.083 -1.827 -0.228 0.3 0.2 0.1 0.130
H 3.136 0.471 1.265 -0.2 0.2 -0.3 0.108
H 1.577 1.071 1.661 -0.2 -0.4 0.0 0.103
```
Forces are in eV/Å.

Properties
LUMO = 0.831 eV
multiplicity = 1
orbital gap = 0.400 hartree
structure (SMILES) = C[C@@H](O)CC(N)=O

Record 4
A molecular structure, C10H25BrGaO2. Source: the OMol25 dataset; level of theory: ωB97M-V with the def2-TZVPD basis set.

The geometry in XYZ format:
```
39
Properties=species:S:1:pos:R:3:forces:R:3:lowdin_charge:R:1
C 0.488 4.802 1.298 0.0 -0.3 -0.4 -0.158
O -0.485 5.578 0.612 0.3 -0.3 0.5 -0.220
C -1.799 5.068 0.788 -0.8 0.5 -0.8 -0.261
C -2.358 4.360 -0.491 -0.2 -0.5 1.0 -0.280
C -2.295 2.801 -0.424 -0.1 0.2 -0.9 -0.329
Ga -0.528 2.027 -1.191 -0.1 0.3 0.7 0.306
C 0.028 0.426 -0.006 -0.5 -0.6 -0.2 -0.311
C -0.289 -1.030 -0.531 0.7 1.1 -0.1 -0.386
C -0.563 -1.165 -2.046 0.2 -1.3 0.7 -0.615
Br -2.487 -0.882 -2.486 0.7 0.0 0.0 0.505
H 1.412 4.772 0.702 -0.3 0.2 0.2 0.068
H 0.124 3.762 1.335 0.4 0.3 0.3 0.061
H 0.693 5.205 2.311 -0.1 -0.2 -0.3 0.078
H -2.450 5.945 0.987 0.3 -0.3 0.0 0.102
H -1.871 4.417 1.679 0.1 0.1 -0.4 0.110
H -3.414 4.692 -0.586 0.4 0.0 -0.1 0.083
H -1.807 4.735 -1.369 -0.2 0.0 0.3 0.091
H -2.517 2.392 0.580 0.1 0.4 -0.2 0.030
H -3.104 2.425 -1.090 0.4 0.0 0.4 0.020
H -0.666 1.705 -2.753 0.0 0.0 -0.1 -0.093
H 0.610 3.175 -0.993 0.0 -0.1 -0.1 -0.075
H 1.113 0.531 0.186 -0.4 -0.2 -0.1 0.019
H -0.486 0.531 0.971 0.3 0.1 -0.4 0.026
H -1.110 -1.490 0.045 0.3 0.1 -0.3 0.083
H 0.612 -1.632 -0.342 -0.4 -0.1 -0.2 0.063
H -0.376 -2.223 -2.312 -0.4 0.4 0.0 0.038
H 0.092 -0.561 -2.682 -0.6 0.3 0.2 0.033
C 2.090 -5.669 -0.487 0.1 0.0 -0.2 -0.067
C 2.067 -4.504 0.491 -0.4 -0.5 0.2 -0.494
C 2.272 -4.978 1.922 0.1 0.1 0.2 -0.068
O 0.825 -3.814 0.387 0.3 0.1 0.0 -0.059
H 1.284 -6.375 -0.267 0.0 0.0 0.1 0.078
H 1.935 -5.315 -1.507 0.0 0.0 0.0 0.079
H 3.042 -6.204 -0.444 0.0 0.0 0.0 0.076
H 2.848 -3.788 0.227 -0.1 0.1 0.0 0.141
H 1.472 -5.662 2.221 0.0 -0.1 -0.1 0.078
H 2.245 -4.134 2.612 0.0 0.0 -0.1 0.080
H 3.229 -5.492 2.036 0.0 0.0 0.0 0.076
H 0.123 -4.430 0.616 -0.1 0.0 0.0 0.092
```
Forces are in eV/Å.

Properties
LUMO = 2.586 eV
charge = -1
multiplicity = 1
orbital gap = 0.246 hartree